No. 1
17
Properties=species:S:1:pos:R:3:forces:R:3 method="wB97M-V/def2-TZVPD" homo_ev=-8.426 total_energy_ha=-611.9306 smiles=C[C@@H](N)CCS gap_ev=9.469 spin_multiplicity=1
C -0.00687 -2.08461 0.55215 -0.56 0.01 0.05
C 0.05227 -0.56100 0.58922 -0.08 0.52 0.00
C -0.77726 0.06012 -0.55416 -0.10 0.29 0.53
C -0.71652 1.60617 -0.61158 0.09 -1.03 0.49
S 0.60431 2.18030 -1.71653 -0.27 0.11 -0.02
N 1.40058 -0.02667 0.63720 -0.82 0.51 -0.22
H -0.92330 -2.45638 1.02923 0.18 0.01 -0.09
H 0.85303 -2.44940 1.09802 0.09 -0.38 0.06
H -0.00821 -2.46547 -0.47245 0.24 -0.02 0.04
H -0.43932 -0.22336 1.51692 0.21 -0.07 -0.15
H -0.49728 -0.36371 -1.51914 -0.08 -0.17 -0.07
H -1.81204 -0.22574 -0.30795 0.16 -0.01 -0.50
H -1.69668 1.97475 -0.89226 0.05 0.30 -0.23
H -0.48247 1.92646 0.39904 0.00 0.30 0.07
H 0.66826 3.41330 -1.19613 0.09 0.01 -0.12
H 1.99603 -0.33216 -0.11175 0.36 -0.07 0.22
H 1.78546 0.02740 1.56018 0.45 -0.32 -0.07

No. 2
10
Properties=species:S:1:pos:R:3:forces:R:3 method="wB97M-V/def2-TZVPD" charge=-1 homo_ev=-2.964 total_energy_ha=-1024.1751 gap_ev=6.128 spin_multiplicity=1
C 0.15621 0.01616 -0.30112 0.80 3.42 0.77
C -3.56110 0.96302 -0.75872 1.52 -1.11 -0.82
O -1.21973 0.16158 -0.63158 0.50 -0.68 -0.25
O -1.81750 2.53969 0.29443 0.45 0.34 0.13
F -4.22196 2.11448 -0.69482 -1.29 1.26 0.46
S -2.18216 1.12510 0.44034 0.56 -0.46 -0.70
I -4.65986 -0.66860 0.19491 -0.77 -0.53 0.39
H 0.86987 0.50849 -1.06105 -1.40 -0.36 0.78
H 0.64816 -0.91105 -0.10496 -0.83 -1.52 -0.06
H 0.27867 0.59521 0.65677 0.45 -0.36 -0.70